(1)
The following is a DFT calculation (ωB97M-V/def2-TZVPD) of the molecule C2H4ClN.

- SMILES string: [H]/N=C(/C)Cl
- LUMO energy: 0.84 eV
- Frontier orbital gap: 0.4133 Eh

Each line ends with the Löwdin charge.
Geometry (Å):
1 C 0.459 -0.285 0.010  -0.801
2 C -0.774 0.645 -0.015  -0.110
3 N 0.269 -1.670 -0.043  0.057
4 Cl 1.934 0.562 0.103  0.678
5 H -0.682 1.443 0.584  0.016
6 H -1.653 0.106 0.301  0.082
7 H -0.802 1.210 -0.893  0.060
8 H 1.248 -2.012 -0.046  0.018


(2)
The following is a DFT calculation (ωB97M-V/def2-TZVPD) of the molecule C2H4ClN2P.

- SMILES string: ClP1N=CCN1
- LUMO energy: 0.79 eV
- Frontier orbital gap: 0.3605 Eh

Each line ends with the Löwdin charge.
Geometry (Å):
1 C 0.419 1.139 -0.186  -0.359
2 C 0.673 -0.451 -0.311  -0.338
3 N -0.560 1.613 0.361  -0.091
4 N -0.139 -1.002 0.649  -0.381
5 P -1.576 -0.124 0.986  0.548
6 Cl -2.481 -0.398 -0.787  0.182
7 H 1.053 1.857 -0.664  0.084
8 H 0.453 -0.635 -1.444  0.117
9 H 1.860 -0.620 -0.108  0.152
10 H 0.297 -1.380 1.504  0.086


(3)
The following is a DFT calculation (ωB97M-V/def2-TZVPD) of a structure of composition C2H4ClN2P.

- LUMO energy (spin up / spin down): 0.40 / -2.83 eV
- Frontier orbital gap (spin up / spin down): 0.1906 / 0.2312 Eh
- Spin multiplicity: 3

Each line ends with the Mulliken spin population.
Geometry (Å):
1 C 1.272 0.246 -0.222  0.650
2 C 0.269 -0.916 -0.405  -0.082
3 N 0.887 1.400 0.085  0.256
4 N -0.960 -0.223 -0.021  0.360
5 P -0.792 1.547 0.065  0.365
6 Cl -2.425 -1.046 0.126  0.041
7 H 2.207 -0.144 0.011  0.037
8 H 0.285 -1.114 -1.504  0.068
9 H 0.397 -1.628 0.334  0.039
10 H -1.141 1.879 1.531  0.266


(4)
The following is a DFT calculation (ωB97M-V/def2-TZVPD) of the molecule C2H4ClN2PS2.

- SMILES string: CS[C@H]1N=NP(Cl)S1
- LUMO energy: -0.65 eV
- Frontier orbital gap: 0.3006 Eh

Each line ends with the Löwdin charge.
Geometry (Å):
1 C -0.407 -0.675 -0.092  -1.030
2 C 0.091 1.818 -1.594  -0.403
3 N 0.143 -1.909 0.068  -0.147
4 N 0.302 -2.390 1.185  -0.297
5 P -0.309 -1.629 2.592  0.253
6 S -1.074 -0.010 1.434  0.506
7 S 0.921 0.462 -0.722  0.760
8 Cl 1.548 -1.129 3.252  0.158
9 H -1.048 -0.775 -0.983  0.092
10 H -0.571 1.397 -2.289  0.003
11 H 0.832 2.363 -2.124  0.014
12 H -0.429 2.477 -0.728  0.091


(5)
The following is a DFT calculation (ωB97M-V/def2-TZVPD) of a cluster of 2 separate species, C2H4ClN3O in total.

- SMILES string: O=C1CN=NN1.Cl
- LUMO energy: 0.57 eV
- Frontier orbital gap: 0.3789 Eh

Each line ends with the Löwdin charge.
Geometry (Å):
1 C -0.224 0.364 -0.067  -0.092
2 C -0.535 -1.074 -0.038  -0.468
3 N -1.593 1.005 -0.177  0.013
4 N -2.429 0.092 -0.105  -0.040
5 N -1.919 -1.127 -0.175  0.080
6 O 0.234 -2.002 0.109  0.074
7 Cl 3.639 1.485 -0.050  0.217
8 H 0.004 0.628 0.997  0.144
9 H 0.607 0.729 -0.745  0.129
10 H -2.518 -1.876 -0.403  0.142
11 H 4.732 1.776 0.655  -0.199


(6)
The following is a DFT calculation (ωB97M-V/def2-TZVPD) of the molecule C2H4ClNO.

- SMILES string: NC(=O)CCl
- LUMO energy: 0.73 eV
- Frontier orbital gap: 0.4037 Eh

Each line ends with the Löwdin charge.
Geometry (Å):
1 C 0.471 -0.243 -0.288  -0.618
2 C -0.831 -0.745 0.296  -0.454
3 H 0.512 1.886 0.316  0.073
4 H 1.774 1.208 -0.356  0.084
5 H -0.920 -0.515 1.408  0.101
6 H -0.868 -1.845 0.108  0.091
7 N 0.790 1.132 -0.245  0.137
8 O 1.330 -0.945 -0.708  0.083
9 Cl -2.259 0.067 -0.532  0.502


(7)
The following is a DFT calculation (ωB97M-V/def2-TZVPD) of a cluster of 2 separate species, C2H4ClNO2 in total.

- LUMO energy (spin up / spin down): -2.06 / -0.97 eV
- Frontier orbital gap (spin up / spin down): 0.2805 / 0.3270 Eh

Each line ends with the Löwdin charge.
Geometry (Å):
1 C 1.187 0.774 -1.008  0.140
2 C -0.113 -0.589 0.833  -0.514
3 N -1.358 -0.449 0.288  -0.525
4 O -1.975 0.551 0.574  0.028
5 O -1.780 -1.306 -0.515  0.033
6 Cl 0.129 0.103 2.419  0.656
7 H 2.147 0.822 -0.517  0.006
8 H 0.573 1.763 -1.066  0.069
9 H 0.914 -0.025 -1.630  -0.015
10 H 0.278 -1.644 0.623  0.122


(8)
The following is a DFT calculation (ωB97M-V/def2-TZVPD) of a cluster of 2 separate species, C2H4ClNO3 in total.

- SMILES string: CC(=O)Cl.O=NO
- LUMO energy: -0.04 eV
- Frontier orbital gap: 0.3888 Eh

Each line ends with the Löwdin charge.
Geometry (Å):
1 C -0.750 -1.333 -0.250  -0.105
2 C 0.722 -1.020 -0.265  -0.835
3 N -0.366 1.742 0.578  -0.085
4 O -1.144 2.353 1.245  0.049
5 O 0.562 2.574 -0.063  0.020
6 O 1.389 -0.083 -0.594  0.007
7 Cl 1.617 -2.379 0.480  0.621
8 H -1.056 -1.627 0.711  0.045
9 H -1.321 -0.324 -0.412  0.095
10 H -1.009 -2.045 -1.207  0.155
11 H 1.357 2.144 -0.225  0.033


(9)
The following is a DFT calculation (ωB97M-V/def2-TZVPD) of the molecule C2H4ClNO6.

- SMILES string: O=[N+]([O-])OOO[C@H](Cl)CO
- LUMO energy: -0.34 eV
- Frontier orbital gap: 0.3962 Eh

Each line ends with the Löwdin charge.
Geometry (Å):
1 C 0.336 2.632 -0.923  -0.251
2 C -0.152 1.562 0.115  -0.666
3 O 0.994 0.978 0.688  -0.049
4 O 0.423 0.077 1.731  -0.018
5 O -0.052 -1.163 1.056  -0.057
6 N 0.491 -2.244 1.846  -0.358
7 O 0.241 -3.348 1.308  0.103
8 O 1.067 -1.968 2.855  0.151
9 Cl -1.134 0.374 -0.748  0.758
10 O -0.770 3.406 -1.373  -0.071
11 H 1.069 3.275 -0.441  0.122
12 H 0.791 2.102 -1.760  0.117
13 H -0.744 2.031 0.892  0.121
14 H -0.467 4.079 -1.996  0.098


(10)
The following is a DFT calculation (ωB97M-V/def2-TZVPD) of a structure of composition C2H4ClNS.

- LUMO energy: 0.11 eV
- Frontier orbital gap: 0.3410 Eh

Each line ends with the Löwdin charge.
Geometry (Å):
1 C -0.622 -1.332 -0.155  -0.535
2 C 1.027 0.446 0.262  -0.452
3 N 0.415 -0.728 0.357  -0.131
4 S -1.957 -0.349 -0.791  0.589
5 Cl -0.058 2.145 0.244  0.412
6 H -0.763 -2.418 0.011  0.077
7 H -1.310 1.144 -0.396  -0.151
8 H 1.731 0.505 1.157  0.110
9 H 1.538 0.587 -0.688  0.081


(11)
The following is a DFT calculation (ωB97M-V/def2-TZVPD) of a cluster of 2 separate species, C2H4ClNS in total.

- LUMO energy (spin up / spin down): -3.39 / -2.17 eV
- Frontier orbital gap (spin up / spin down): 0.2215 / 0.2828 Eh

Each line ends with the Löwdin charge.
Geometry (Å):
1 C -0.390 0.028 1.331  -0.761
2 C 0.056 -0.449 -1.028  -0.218
3 N 0.244 0.092 0.218  -0.240
4 S -1.589 -1.041 1.585  0.838
5 Cl 1.802 2.155 0.124  -0.044
6 H -0.293 0.878 2.114  0.104
7 H 0.809 0.106 -1.843  0.123
8 H 0.229 -1.609 -0.964  0.120
9 H -0.869 -0.160 -1.535  0.077


(12)
The following is a DFT calculation (ωB97M-V/def2-TZVPD) of a cluster of 2 separate species, C2H4ClNSi in total.

- SMILES string: N=[SiH2].C#CCl
- LUMO energy: -0.07 eV
- Frontier orbital gap: 0.3570 Eh

Each line ends with the Löwdin charge.
Geometry (Å):
1 C -1.826 1.097 0.702  -0.009
2 C -2.514 0.174 0.396  -0.705
3 N 2.934 -0.688 -0.117  -0.279
4 Si 1.395 -0.254 -0.515  0.566
5 Cl -3.610 -0.987 -0.119  0.657
6 H -1.245 1.890 1.128  0.039
7 H 3.760 -0.995 -0.758  -0.025
8 H 0.263 -0.106 -1.466  -0.112
9 H 0.843 -0.132 0.750  -0.131